{
  "formula": "C21H19N3O5",
  "method": "the ωB97M-V functional and the def2-TZVPD basis",
  "e_above_lowest_kcal_mol": 14.12,
  "homo_ev": -8.076,
  "total_energy_ha": -1352.16655,
  "spin_multiplicity": 1,
  "smiles": "Cc1ccc(NC(=O)CN2C(=O)N/C(=C/c3ccc4c(c3)OCCO4)C2=O)cc1",
  "homo_lumo_gap_ha": 0.2871,
  "e_lumo_ev": -0.2637,
  "symbols": ["C", "C", "C", "C", "C", "C", "C", "H", "H", "N", "C", "O", "C", "N", "C", "O", "C", "C", "C", "C", "C", "C", "C", "C", "H", "H", "O", "C", "C", "H", "O", "H", "H", "H", "H", "H", "N", "C", "O", "H", "H", "H", "H", "H", "H", "H", "H", "H"],
  "coordinates": [[-2.6010, -3.8153, 0.9976], [-1.2468, -3.2369, 0.7172], [-0.5823, -3.5095, -0.4711], [0.6748, -2.9973, -0.7309], [1.2929, -2.1842, 0.2103], [0.6390, -1.9087, 1.4081], [-0.6143, -2.4314, 1.6552], [-1.1112, -2.2025, 2.5870], [1.1134, -1.2743, 2.1463], [2.5398, -1.5805, -0.0054], [3.2258, -1.4679, -1.1746], [3.0974, -2.1808, -2.1382], [4.2499, -0.3201, -1.1522], [3.7217, 0.8352, -0.4657], [2.4216, 1.2915, -0.6183], [1.6300, 0.8522, -1.4137], [2.2991, 2.4057, 0.3508], [1.2215, 3.1438, 0.6744], [-0.1479, 2.8591, 0.2918], [-0.6224, 1.5508, 0.2261], [-1.9372, 1.2876, -0.1158], [-2.7985, 2.3463, -0.4341], [-2.3404, 3.6550, -0.3206], [-1.0406, 3.9099, 0.0576], [-0.6969, 4.9301, 0.1349], [-3.0278, 4.4560, -0.5411], [-4.0836, 2.1342, -0.8471], [-4.3332, 0.7971, -1.2266], [-3.7543, -0.1603, -0.1862], [-3.9415, -1.2006, -0.4548], [-2.3545, -0.0141, -0.1133], [-4.2054, 0.0563, 0.7928], [-5.4163, 0.6950, -1.3053], [-3.8685, 0.5935, -2.2004], [0.0051, 0.7079, 0.4592], [1.3746, 4.0208, 1.2931], [3.5798, 2.5787, 0.8688], [4.4432, 1.6071, 0.4382], [5.5836, 1.4307, 0.7787], [3.8322, 3.2716, 1.5535], [5.1651, -0.6227, -0.6343], [4.4932, -0.0798, -2.1916], [2.8336, -0.9776, 0.7522], [1.1727, -3.2077, -1.6621], [-1.0570, -4.1342, -1.2140], [-2.5019, -4.7398, 1.5680], [-3.2027, -3.1235, 1.5832], [-3.1237, -4.0464, 0.0725]]
}

{
  "formula": "C21H20BFN2O8P",
  "method": "the ωB97M-V functional and the def2-TZVPD basis",
  "e_above_lowest_kcal_mol": 0.00,
  "homo_ev": -11.369,
  "total_energy_ha": -1989.69687,
  "spin_multiplicity": 1,
  "charge": 1,
  "homo_lumo_gap_ha": 0.2243,
  "e_lumo_ev": -5.2664,
  "symbols": ["O", "P", "O", "O", "N", "C", "C", "F", "C", "C", "C", "C", "O", "C", "B", "O", "O", "N", "H", "H", "H", "H", "H", "H", "H", "H", "H", "H", "H", "H", "C", "C", "C", "C", "C", "C", "C", "O", "C", "C", "C", "C", "C", "C", "C", "O", "H", "H", "H", "H", "H", "H", "H", "H"],
  "coordinates": [[5.1555, -5.0168, 0.3855], [3.9161, -5.6911, 0.6732], [3.5179, -5.8595, 2.1792], [3.7108, -7.0781, -0.0474], [2.5198, -4.7426, 0.0219], [1.9628, -4.9883, -1.1558], [0.9313, -4.1757, -1.5974], [0.4083, -4.4545, -2.7817], [0.4938, -3.1366, -0.8355], [-0.6207, -2.2361, -1.2664], [-1.9245, -2.4323, -0.4597], [-2.1545, -3.8528, 0.0290], [-3.4382, -3.8667, 0.6290], [1.1820, -2.9478, 0.3921], [0.8370, -1.7108, 1.3651], [1.5264, -0.5686, 1.1657], [-0.1550, -1.8151, 2.2909], [2.1599, -3.7269, 0.8039], [2.5983, -5.6979, 2.4225], [2.8049, -7.4143, -0.0686], [2.3444, -5.8013, -1.7614], [-0.2860, -1.1967, -1.2215], [-0.8423, -2.4669, -2.3103], [-2.7802, -2.1407, -1.0667], [-1.9110, -1.7789, 0.4159], [-1.4136, -4.1363, 0.7926], [-2.1218, -4.5673, -0.8034], [-3.8319, -4.7402, 0.5470], [1.7317, -0.1342, 2.0058], [-0.3268, -2.7079, 2.6105], [-1.4547, 1.4439, 1.6586], [-2.3622, 2.3109, 2.2609], [-2.4273, 3.6349, 1.8631], [-1.5798, 4.1012, 0.8650], [-0.6622, 3.2368, 0.2720], [-0.6062, 1.9058, 0.6663], [0.2846, 3.7123, -0.7804], [1.0698, 2.9447, -1.2981], [0.2290, 5.1492, -1.1616], [1.1301, 5.6321, -2.1026], [1.0874, 6.9635, -2.4795], [0.1407, 7.8169, -1.9239], [-0.7582, 7.3427, -0.9834], [-0.7141, 6.0104, -0.5937], [-1.6764, 5.5308, 0.4387], [-2.5076, 6.2662, 0.9215], [-1.4112, 0.4091, 1.9757], [-3.0183, 1.9510, 3.0424], [-3.1292, 4.3199, 2.3182], [0.1115, 1.2524, 0.1908], [1.8588, 4.9571, -2.5294], [1.7921, 7.3396, -3.2090], [0.1066, 8.8555, -2.2245], [-1.4975, 7.9959, -0.5411]]
}

{
  "formula": "C21H20Cl2N4O",
  "method": "the ωB97M-V functional and the def2-TZVPD basis",
  "e_above_lowest_kcal_mol": 0.00,
  "homo_ev": -7.879,
  "total_energy_ha": -2026.91029,
  "spin_multiplicity": 1,
  "smiles": "O=C(Nc1cccc2ccccc12)N1CCCN(c2c(Cl)cncc2Cl)CC1",
  "homo_lumo_gap_ha": 0.3021,
  "e_lumo_ev": 0.3412,
  "symbols": ["O", "C", "N", "C", "C", "C", "C", "C", "C", "C", "C", "C", "C", "H", "H", "H", "H", "H", "H", "H", "H", "N", "C", "H", "H", "C", "H", "H", "C", "N", "C", "C", "C", "N", "C", "C", "Cl", "H", "H", "Cl", "C", "H", "C", "H", "H", "H", "H", "H"],
  "coordinates": [[-2.0343, -2.8571, 0.7135], [-1.6174, -1.7175, 0.7511], [-2.3914, -0.6090, 0.5046], [-3.7718, -0.5603, 0.2978], [-4.5946, -1.5944, 0.6802], [-5.9792, -1.5113, 0.5036], [-6.5468, -0.3952, -0.0417], [-5.7398, 0.6850, -0.4521], [-6.3138, 1.8401, -1.0240], [-5.5390, 2.8842, -1.4405], [-4.1464, 2.8107, -1.3076], [-3.5595, 1.7072, -0.7518], [-4.3277, 0.6131, -0.2969], [-2.4794, 1.6899, -0.6851], [-3.5346, 3.6325, -1.6504], [-5.9877, 3.7640, -1.8774], [-7.3887, 1.8787, -1.1282], [-7.6166, -0.3223, -0.1710], [-6.5942, -2.3423, 0.8150], [-4.1634, -2.4803, 1.1137], [-1.9187, 0.2700, 0.3795], [-0.3037, -1.4522, 1.0665], [0.6258, -2.5587, 0.9687], [0.0639, -3.4667, 1.1930], [1.4162, -2.4312, 1.7120], [1.2075, -2.6613, -0.4442], [0.3988, -2.4635, -1.1505], [1.5311, -3.6886, -0.6185], [2.4254, -1.7840, -0.7570], [2.3610, -0.3957, -0.3135], [3.5104, 0.3127, -0.0986], [3.6402, 1.3849, 0.8229], [4.8608, 1.9914, 1.0655], [5.9899, 1.6365, 0.4864], [5.9124, 0.6830, -0.4204], [4.7366, 0.0377, -0.7623], [4.8880, -1.0265, -2.1288], [6.8324, 0.4308, -0.9285], [4.9265, 2.7961, 1.7841], [2.3362, 2.0429, 1.7684], [1.0486, 0.2002, -0.2099], [0.4462, -0.1550, -1.0522], [0.3320, -0.1639, 1.1132], [-0.3768, 0.6173, 1.3903], [1.0785, -0.2079, 1.9117], [1.1400, 1.2821, -0.3028], [2.5596, -1.8319, -1.8436], [3.3026, -2.2309, -0.2819]]
}

{
  "formula": "C21H20ClNO4",
  "method": "the ωB97M-V functional and the def2-TZVPD basis",
  "e_above_lowest_kcal_mol": 12.52,
  "homo_ev": -5.996,
  "total_energy_ha": -1627.92428,
  "spin_multiplicity": 1,
  "homo_lumo_gap_ha": 0.1017,
  "e_lumo_ev": -3.2290,
  "symbols": ["Cl", "C", "C", "C", "C", "C", "C", "C", "C", "C", "C", "C", "H", "H", "H", "H", "H", "H", "H", "H", "H", "H", "C", "C", "O", "C", "C", "C", "C", "C", "C", "N", "O", "O", "C", "C", "O", "H", "H", "H", "H", "H", "H", "H", "H", "H", "H"],
  "coordinates": [[-6.1702, -0.1993, 1.9404], [-4.8884, 0.0964, 0.8495], [-4.4301, -0.9394, 0.0216], [-3.3401, -0.7217, -0.8169], [-2.6592, 0.5361, -0.8369], [-1.5064, 0.7355, -1.6788], [-0.9185, 2.0905, -1.9504], [0.1180, 1.8709, -3.1110], [-0.0404, 0.4108, -3.4393], [-0.9911, -0.1836, -2.6310], [-3.2114, 1.5861, -0.0410], [-4.2920, 1.3670, 0.8060], [-4.9223, -1.9062, 0.0445], [-3.0360, -1.4948, -1.5197], [-1.7215, 2.7538, -2.2951], [-0.4526, 2.5840, -1.0921], [-0.1052, 2.5421, -3.9581], [1.1320, 2.1226, -2.7665], [0.5143, -0.0532, -4.2568], [-1.3163, -1.2293, -2.6938], [-2.8069, 2.5974, -0.1433], [-4.6757, 2.1649, 1.4371], [4.2739, 3.4819, -0.7642], [3.8743, 2.0257, -0.8152], [3.0490, 1.7561, 0.3267], [2.7016, 0.4347, 0.4016], [1.7007, 0.2085, 1.4242], [1.2994, -1.0635, 1.8277], [1.8459, -2.2546, 1.2051], [1.3897, -3.5125, 1.5131], [0.4058, -3.6777, 2.5078], [-0.0741, -4.9881, 2.7798], [-0.9536, -5.1327, 3.6569], [0.4024, -5.9471, 2.1302], [-0.0903, -2.5590, 3.2215], [0.3548, -1.2839, 2.9166], [3.2175, -0.3703, -0.3876], [4.6220, 3.7952, -1.7464], [3.4505, 4.1308, -0.4596], [5.1066, 3.6195, -0.0733], [3.2879, 1.7980, -1.7237], [4.7737, 1.3878, -0.8193], [1.4222, 1.0930, 1.9904], [2.6557, -2.1139, 0.4935], [1.7877, -4.3764, 0.9914], [-0.8191, -2.7447, 4.0064], [0.0357, -0.4376, 3.5279]]
}

{
  "formula": "C21H20CoN4O6",
  "method": "the ωB97M-V functional and the def2-TZVPD basis",
  "e_above_lowest_kcal_mol": 0.00,
  "homo_ev": [-8.406, -8.648],
  "total_energy_ha": -2865.58371,
  "spin_multiplicity": 4,
  "homo_lumo_gap_ha": [0.2724, 0.2812],
  "e_lumo_ev": [-0.9938, -0.9967],
  "symbols": ["Co", "O", "C", "O", "C", "C", "C", "C", "C", "N", "C", "O", "O", "H", "H", "H", "O", "C", "O", "C", "C", "C", "C", "C", "C", "C", "C", "C", "N", "H", "H", "H", "H", "H", "H", "N", "C", "C", "N", "C", "C", "H", "H", "H", "H", "H", "H", "H", "H", "H", "H", "H"],
  "coordinates": [[0.2840, 0.1956, -0.1343], [-1.0489, -1.5154, 3.5294], [-0.7818, -0.8973, 2.5106], [-0.3526, -1.3576, 1.3950], [-1.0764, 0.6005, 2.4588], [-1.5435, 1.3754, 3.5075], [-1.8407, 2.7089, 3.2431], [-1.7081, 3.2305, 1.9617], [-1.2401, 2.3848, 0.9686], [-0.9258, 1.1317, 1.2543], [-1.0862, 2.7313, -0.5103], [-1.4359, 3.8345, -0.8876], [-0.6294, 1.7593, -1.2227], [-1.6659, 0.9310, 4.4838], [-2.1955, 3.3440, 4.0457], [-1.9579, 4.2530, 1.7203], [4.1176, -0.4885, 0.9205], [3.0706, -0.1453, 0.3953], [1.9956, 0.2536, 0.9414], [3.0274, -0.2002, -1.1421], [4.2185, -0.4742, -1.8625], [4.1626, -0.5248, -3.2147], [2.9399, -0.2536, -3.8816], [2.8247, -0.2514, -5.2938], [1.6446, 0.0791, -5.8907], [0.5344, 0.4562, -5.1005], [0.6105, 0.4501, -3.7364], [1.8148, 0.0556, -3.0980], [1.8740, 0.0172, -1.7226], [5.1203, -0.6507, -1.2967], [5.0456, -0.7484, -3.8015], [3.6929, -0.5031, -5.8894], [1.5632, 0.0888, -6.9697], [-0.3728, 0.7963, -5.5827], [-0.1862, 0.8525, -3.1227], [-2.2537, -3.6508, -0.8445], [-2.9857, -2.3995, -1.2818], [-2.1323, -1.2209, -0.8682], [-0.7608, -1.2917, -1.3654], [-0.0934, -2.5727, -1.1183], [-0.9185, -3.7631, -1.5510], [-2.8220, -4.4811, -1.0107], [-2.0825, -3.5926, 0.1674], [-3.9575, -2.4084, -0.7909], [-3.1137, -2.5028, -2.3608], [-2.0599, -1.2012, 0.2232], [-2.5788, -0.2787, -1.1840], [-0.6964, -1.0266, -2.3431], [0.0928, -2.6311, -0.0422], [0.8740, -2.5782, -1.6195], [-0.4767, -4.7107, -1.2478], [-1.1570, -3.7863, -2.6159]]
}